[1]
Formula: C2H5N2
Source: OMol25
Level of theory: the ωB97M-V functional and the def2-TZVPD basis

Kohn-Sham gap: 9.7 eV
2S+1: 1
Energy relative to the best compared isomer or geometry (same formula, charge and spin): 24.2 kcal/mol
Electronic energy: -188.3769 Ha
Total charge: +1
HOMO level: -15.641 eV
SMILES: [H]/N=C/[NH+]=C

The geometry in XYZ format:
```
9
Properties=species:S:1:pos:R:3:forces:R:3
C 0.7660 0.5649 -0.1617 1.72 1.52 -2.31
C -1.2848 -0.8815 0.1286 -1.47 0.21 -0.04
N 1.7643 -0.1392 0.0297 -0.96 -1.04 0.48
N -0.6027 0.1893 0.1854 -0.16 3.20 1.87
H 0.6895 1.6074 -0.6726 0.30 -1.60 0.94
H -0.7404 -1.6891 -0.3922 -0.74 -0.09 0.60
H -2.4179 -0.8717 0.5077 2.81 -0.27 -0.94
H 2.7409 0.0642 -0.2081 -0.80 0.62 -0.07
H -0.9149 1.1558 0.5832 -0.71 -2.56 -0.53
```
Forces are in eV/Å.

[2]
Formula: C2H5N2O
Source: OMol25
Level of theory: the ωB97M-V functional and the def2-TZVPD basis

Kohn-Sham gap: 10.7 eV
2S+1: 1
Energy relative to the best compared isomer or geometry (same formula, charge and spin): 68.3 kcal/mol
Electronic energy: -263.6055 Ha
Total charge: +1
HOMO level: -14.836 eV
SMILES: C1=[NH+]CON1

The geometry in XYZ format:
```
10
Properties=species:S:1:pos:R:3:forces:R:3
C 0.1382 0.7526 -0.8400 -0.20 0.46 0.62
C 0.0047 -0.6476 0.9510 -2.82 2.55 2.08
N -0.3944 -0.3518 -1.2739 0.40 0.44 0.01
N 0.2967 0.7675 0.4486 0.60 -3.01 2.12
O -0.5019 -1.2709 -0.2412 -0.14 -0.56 0.82
H 0.4118 1.6332 -1.3336 0.00 0.83 -1.60
H 0.8344 -1.0947 1.4596 0.94 -0.67 -0.76
H -0.7770 -0.5291 1.8771 1.13 -0.53 -2.67
H -0.9496 -0.5275 -2.1105 0.29 -0.10 0.29
H 0.9371 1.2683 1.0630 -0.21 0.59 -0.92
```
Forces are in eV/Å.

[3]
Formula: C2H5N2O
Source: OMol25
Level of theory: the ωB97M-V functional and the def2-TZVPD basis

Kohn-Sham gap: 12.1 eV
2S+1: 1
Energy relative to the best compared isomer or geometry (same formula, charge and spin): 117.0 kcal/mol
Electronic energy: -263.5279 Ha
Total charge: +1
HOMO level: -17.340 eV
SMILES: CCN=[N+]=O

The geometry in XYZ format:
```
10
Properties=species:S:1:pos:R:3:forces:R:3
C 0.2701 -0.1968 0.4950 -0.22 2.95 0.95
C -0.6388 0.3551 -0.5942 3.25 -1.79 -3.55
N -1.8492 0.6990 -0.1067 -3.10 0.67 0.97
N -2.7030 1.0971 0.4782 -1.59 1.20 0.91
O -3.6230 1.5606 1.0318 1.22 -0.87 -0.71
H 0.5145 -1.1568 0.2557 0.15 -2.85 -0.07
H 1.2302 0.2950 0.5402 0.07 0.64 0.01
H -0.2568 -0.0294 1.4394 0.55 -0.63 0.11
H -0.7649 -0.5146 -1.3153 -0.41 1.19 0.57
H -0.3132 1.2030 -1.2495 0.09 -0.50 0.81
```
Forces are in eV/Å.

[4]
Formula: C2H5N2O
Source: OMol25
Level of theory: the ωB97M-V functional and the def2-TZVPD basis

Kohn-Sham gap: 10.5 eV
2S+1: 1
Energy relative to the best compared isomer or geometry (same formula, charge and spin): 135.1 kcal/mol
Electronic energy: -263.4991 Ha
Total charge: +1
HOMO level: -14.780 eV

The geometry in XYZ format:
```
10
Properties=species:S:1:pos:R:3:forces:R:3
C 1.2132 1.0328 0.2892 0.06 0.24 -0.46
C -1.5457 -0.5698 0.4521 5.00 -0.65 0.06
N 2.1306 0.3648 0.1098 -1.81 2.85 2.49
N -0.9006 0.2175 -0.3265 -0.70 0.21 1.14
O 2.7268 -0.6234 -0.2499 1.74 -4.30 -3.34
H 0.7993 1.9960 0.4655 -0.33 0.28 0.19
H -2.5578 -0.7107 0.6763 -1.61 0.27 -0.03
H 3.3178 -1.1470 0.3108 0.16 0.78 1.00
H -0.7574 -1.2160 0.9822 -1.88 0.26 -0.40
H -1.4460 0.9590 -0.7365 -0.64 0.06 -0.65
```
Forces are in eV/Å.

[5]
Formula: C2H5N2O2
Source: OMol25
Level of theory: the ωB97M-V functional and the def2-TZVPD basis

Kohn-Sham gap: 8.9 eV
2S+1: 1
Energy relative to the best compared isomer or geometry (same formula, charge and spin): 3.6 kcal/mol
Electronic energy: -339.2699 Ha
Total charge: -1
HOMO level: -4.559 eV

The geometry in XYZ format:
```
11
Properties=species:S:1:pos:R:3:forces:R:3
N 0.2510 -0.6593 -1.1650 0.21 0.77 0.09
C -1.0363 -0.4042 -0.9259 -0.57 -1.36 0.34
N -2.0282 -0.9796 -1.5382 0.46 0.49 0.31
H 0.5172 -1.3210 -1.8590 -0.03 -0.27 -0.34
H 0.9443 -0.1953 -0.5577 0.08 -0.14 0.02
H -1.1699 0.1945 -0.0222 0.01 0.30 -0.17
H -2.8609 -0.7281 -1.0161 -0.21 0.09 -0.26
O 1.7788 0.7527 0.6027 0.07 0.27 -0.04
C 1.3495 1.0088 1.7547 -0.19 0.10 0.69
O 0.8885 0.2495 2.6209 -0.05 -0.32 -0.17
H 1.3661 2.0820 2.1058 0.23 0.06 -0.48
```
Forces are in eV/Å.

[6]
Formula: C2H5N2O2
Source: OMol25
Level of theory: the ωB97M-V functional and the def2-TZVPD basis

Kohn-Sham gap: 10.9 eV
2S+1: 1
Energy relative to the best compared isomer or geometry (same formula, charge and spin): 30.8 kcal/mol
Electronic energy: -338.8582 Ha
Total charge: +1
HOMO level: -15.281 eV
SMILES: O[C@H]1[NH+]=CNO1

The geometry in XYZ format:
```
11
Properties=species:S:1:pos:R:3:forces:R:3
C -1.1776 0.4476 -0.3144 0.22 -1.00 -0.93
C 0.7773 -0.3153 0.4076 1.95 -0.29 3.28
N -1.1541 -0.8791 -0.3330 -1.37 -0.81 -0.51
N -0.0983 0.8554 0.2649 2.09 -1.15 1.48
O -0.0981 -1.4526 0.3439 0.48 2.16 -0.04
O 1.6692 -0.1790 -0.5775 2.31 -2.16 -2.18
H -1.7538 1.0976 -0.9502 -1.01 -0.18 0.37
H 1.3060 -0.3345 1.4177 -0.96 -0.18 -1.04
H -1.8196 -1.6292 -0.4616 -0.72 0.75 -0.66
H 0.3795 1.6977 0.5475 -0.92 0.73 -0.66
H 2.3476 -0.9580 -0.7346 -2.07 2.12 0.90
```
Forces are in eV/Å.

[7]
Formula: C2H5N2O4P
Source: OMol25
Level of theory: the ωB97M-V functional and the def2-TZVPD basis

Kohn-Sham gap (alpha / beta): 6.6 / 5.6 eV
2S+1: 1
Energy relative to the best compared isomer or geometry (same formula, charge and spin): 54.3 kcal/mol
Electronic energy: -830.9897 Ha
Total charge: -2
HOMO level (alpha / beta): -0.226 / -0.026 eV

The geometry in XYZ format:
```
14
Properties=species:S:1:pos:R:3:forces:R:3
C 0.7453 0.0791 0.1715 1.48 2.78 -0.24
C 0.6070 1.5911 -0.0956 1.11 1.69 1.55
N -0.5030 -3.1986 -1.0346 -1.24 -0.44 2.54
N -0.3187 -0.5666 -0.0045 -3.56 -0.80 -0.86
O -2.2249 0.6387 -1.5318 1.23 -0.15 0.06
O -2.0622 1.1257 1.0191 0.88 -0.73 -1.27
O 1.8696 -0.2690 0.4562 2.76 -1.72 0.95
O -2.9564 -1.0902 0.1949 2.16 0.53 -0.67
P -1.9759 0.0894 -0.1405 -4.16 -0.45 2.18
H 0.0839 2.0575 0.8041 0.30 -0.66 -1.44
H 1.6410 2.0833 -0.1858 -1.18 -1.02 0.11
H 0.0785 1.7343 -1.0069 -0.83 0.45 -0.52
H -1.3175 -2.6680 -0.5791 1.07 -0.54 -0.86
H -0.3909 -2.8229 -1.9361 -0.03 1.07 -1.54
```
Forces are in eV/Å.

[8]
Formula: C2H5N2S
Source: OMol25
Level of theory: the ωB97M-V functional and the def2-TZVPD basis

Kohn-Sham gap: 8.6 eV
2S+1: 1
Energy relative to the best compared isomer or geometry (same formula, charge and spin): 73.4 kcal/mol
Electronic energy: -586.5101 Ha
Total charge: +1
HOMO level: -12.974 eV

The geometry in XYZ format:
```
10
Properties=species:S:1:pos:R:3:forces:R:3
C -0.8080 -0.7849 -1.9225 -1.23 -1.88 -2.79
C -0.0417 0.0059 1.0435 -1.15 0.92 -1.18
N -1.5032 -1.1077 -2.8118 1.61 0.87 1.82
N 1.1940 0.7348 1.3812 1.72 1.64 -0.91
S -0.9052 0.2427 -0.3370 0.67 1.19 3.03
H -0.2192 -0.5953 1.8891 -0.89 -1.31 0.26
H -2.1355 -1.2348 -3.5741 -0.12 -0.17 -0.24
H 1.9853 -0.0244 1.2134 -1.24 2.67 0.75
H 1.1553 1.1284 2.4186 0.36 -1.23 -2.62
H 1.2782 1.6354 0.6996 0.25 -2.70 1.87
```
Forces are in eV/Å.

[9]
Formula: C2H5N2Si
Source: OMol25
Level of theory: the ωB97M-V functional and the def2-TZVPD basis

Kohn-Sham gap: 9.2 eV
2S+1: 1
Energy relative to the best compared isomer or geometry (same formula, charge and spin): 25.6 kcal/mol
Electronic energy: -477.8807 Ha
Total charge: +1
HOMO level: -15.258 eV
SMILES: C1=NC=[NH+][SiH2]1

The geometry in XYZ format:
```
10
Properties=species:S:1:pos:R:3:forces:R:3
C -1.1870 -0.3352 0.5187 -3.36 -1.76 -1.08
C 0.9307 -0.3835 0.8155 2.90 -0.28 2.53
N -0.2791 -0.6754 1.3453 -0.43 -0.61 0.35
N 1.0566 0.1677 -0.3383 -1.14 -1.06 -0.40
Si -0.5732 0.4218 -1.1197 0.66 3.67 3.56
H -2.2476 -0.7914 0.6724 1.70 1.36 0.17
H 1.8378 -0.6347 1.5031 -1.49 0.72 -1.51
H 1.9514 0.4965 -0.5347 1.80 0.56 -0.92
H -1.0036 -0.3393 -2.2318 0.01 -0.23 -1.11
H -0.4861 2.0734 -0.6306 -0.66 -2.38 -1.60
```
Forces are in eV/Å.

[10]
Formula: C2H5N3
Source: OMol25
Level of theory: the ωB97M-V functional and the def2-TZVPD basis

Kohn-Sham gap: 9.8 eV
2S+1: 1
Energy relative to the best compared isomer or geometry (same formula, charge and spin): 59.7 kcal/mol
Electronic energy: -243.3668 Ha
Total charge: 0
HOMO level: -9.416 eV
SMILES: [H]/N=C\N/C=N/[H]

The geometry in XYZ format:
```
10
Properties=species:S:1:pos:R:3:forces:R:3
C -1.2654 0.5601 0.0346 -5.35 -4.03 -0.06
C 0.9719 -0.1190 -0.1033 4.69 -6.73 0.53
H -1.4920 -1.5276 -0.1730 -0.34 1.58 1.09
H -2.1099 1.3789 -0.0230 2.66 -0.92 0.57
H 0.4278 1.7663 0.4953 -0.97 -2.83 -2.69
H 0.3750 -1.1763 -0.2388 1.81 2.40 -0.24
H 2.6981 -0.9865 -0.1583 -0.47 0.23 0.79
N -2.0069 -0.6412 0.1383 4.10 3.80 -1.76
N 0.1145 0.8515 -0.1557 -2.24 5.78 3.48
N 2.2868 -0.1062 0.1840 -3.91 0.71 -1.70
```
Forces are in eV/Å.

What is the formula in the tenth record? C2H5N3

The lowest energy relative to the best compared isomer or geometry (same formula, charge and spin) belongs to which entry? number 5

Which value of 2S+1 does entry 1 give? 1